Entry 1:
Density functional theory data (wB97M-V/def2-TZVPD) for an isolated molecule of C20H18ClNO3S.

Output
- frontier orbital gap (eV) = 9.2
- structure (SMILES) = Cc1ccc(S(=O)(=O)NCc2c(Cl)cccc2Oc2ccccc2)cc1
- HOMO energy (eV) = -8.55
- total charge = 0

XYZ file:
```
44
C20H18ClNO3S | the OMol25 dataset | wB97M-V/def2-TZVPD
C 3.97 3.30 3.58
C 2.74 2.75 2.93
C 2.56 2.86 1.55
C 1.44 2.32 0.95
C 0.49 1.68 1.73
C 0.65 1.57 3.09
C 1.77 2.11 3.69
H 1.91 2.02 4.76
H -0.12 1.06 3.67
S -0.93 0.95 0.95
O -2.14 1.46 1.53
O -0.80 1.06 -0.48
N -0.83 -0.64 1.49
H -1.66 -1.13 1.18
C 0.39 -1.36 1.17
C 0.81 -1.25 -0.28
C 2.04 -0.76 -0.67
C 2.38 -0.60 -2.01
C 1.45 -0.94 -2.98
C 0.22 -1.44 -2.62
C -0.11 -1.60 -1.28
O -1.28 -2.16 -0.87
C -2.41 -2.02 -1.65
C -3.23 -3.13 -1.79
C -4.41 -3.02 -2.51
C -4.77 -1.82 -3.09
C -3.95 -0.71 -2.93
C -2.77 -0.80 -2.21
H -2.14 0.06 -2.05
H -4.24 0.24 -3.36
H -5.69 -1.74 -3.65
H -5.04 -3.89 -2.63
H -2.94 -4.07 -1.34
H -0.50 -1.72 -3.38
H 1.70 -0.81 -4.02
H 3.35 -0.21 -2.28
Cl 3.23 -0.34 0.51
H 0.24 -2.41 1.43
H 1.18 -0.95 1.81
H 1.28 2.38 -0.12
H 3.30 3.36 0.96
H 3.78 3.58 4.61
H 4.76 2.55 3.56
H 4.34 4.18 3.04
```

***

Entry 2:
Density functional theory data (wB97M-V/def2-TZVPD) for an isolated molecule of C20H18FNO3.

Output
- frontier orbital gap (eV) = 8.8
- structure (SMILES) = COc1ccccc1NC(=O)C[C@H](c1ccc(F)cc1)c1ccco1
- HOMO energy (eV) = -8.17
- total charge = 0
- energy relative to the best compared isomer or geometry (same formula, charge and spin) (kJ/mol) = 61.2

XYZ file:
```
43
C20H18FNO3 | the OMol25 dataset | wB97M-V/def2-TZVPD
C -3.22 -2.60 -0.75
H -2.45 -3.30 -1.07
O -2.59 -1.34 -0.73
C -3.33 -0.25 -0.33
C -4.67 -0.29 0.02
C -5.32 0.87 0.40
C -4.64 2.07 0.44
C -3.30 2.13 0.09
C -2.63 0.97 -0.29
N -1.28 0.94 -0.65
C -0.35 1.93 -0.55
O -0.58 3.06 -0.18
C 1.05 1.45 -0.89
H 1.66 2.33 -1.12
H 1.04 0.79 -1.76
C 1.66 0.73 0.32
C 1.01 -0.60 0.55
C 0.49 -1.16 1.69
C 0.05 -2.45 1.33
C 0.33 -2.59 0.01
O 0.91 -1.48 -0.47
H 0.18 -3.40 -0.68
H -0.42 -3.18 1.97
H 0.43 -0.70 2.65
C 3.16 0.57 0.14
C 4.03 1.25 0.98
C 5.40 1.12 0.83
C 5.88 0.31 -0.18
C 5.04 -0.38 -1.03
C 3.67 -0.24 -0.86
H 3.00 -0.78 -1.51
H 5.45 -1.00 -1.81
F 7.22 0.18 -0.34
H 6.09 1.65 1.47
H 3.64 1.88 1.76
H 1.48 1.34 1.21
H -0.98 0.02 -0.94
H -2.76 3.06 0.12
H -5.15 2.98 0.73
H -6.37 0.83 0.67
H -5.21 -1.22 0.00
H -4.05 -2.62 -1.46
H -3.57 -2.88 0.24
```

***

Entry 3:
Density functional theory data (wB97M-V/def2-TZVPD) for a structure of composition C20H18N3PtS2.

Output
- frontier orbital gap (eV) = 6.0
- HOMO energy (eV) = -10.47
- total charge = +1

XYZ file:
```
44
C20H18N3PtS2 | the OMol25 dataset | wB97M-V/def2-TZVPD
Pt 0.24 -0.03 0.27
C 3.64 -0.71 -0.22
C 2.75 -1.89 -0.20
N 1.46 -1.79 -0.09
C 0.81 -3.00 -0.15
C 1.66 -4.06 -0.27
S 3.29 -3.53 -0.34
C -0.63 -2.98 -0.17
C -1.52 -4.01 -0.24
S -3.13 -3.42 -0.35
C -2.52 -1.80 -0.29
N -1.23 -1.74 -0.19
C -3.38 -0.60 -0.38
H 3.03 0.19 -0.20
H 4.25 -0.71 -1.12
H 4.31 -0.70 0.64
H 1.41 -5.10 -0.33
H -1.31 -5.06 -0.24
H -4.43 -0.87 -0.46
H -3.10 -0.01 -1.25
H -3.25 0.04 0.50
N -0.62 0.10 2.57
C -0.20 1.24 3.30
C 0.23 1.08 4.61
C 0.61 2.17 5.38
C 0.56 3.44 4.83
C 0.15 3.60 3.52
C -0.23 2.52 2.72
C -0.55 2.78 1.30
C -1.20 3.97 0.98
C -1.36 4.38 -0.33
C -0.82 3.62 -1.37
C -0.21 2.42 -1.07
C -0.12 1.95 0.25
H -0.44 -0.75 3.10
H -1.61 0.15 2.33
H 0.24 0.09 5.05
H 0.93 2.02 6.39
H 0.85 4.30 5.41
H 0.17 4.59 3.08
H -1.61 4.58 1.78
H -1.87 5.30 -0.55
H -0.87 3.97 -2.39
H 0.21 1.82 -1.88
```

***

Entry 4:
Density functional theory data (wB97M-V/def2-TZVPD) for an isolated molecule of C20H18N4O3.

Output
- frontier orbital gap (eV) = 9.0
- structure (SMILES) = O=C(COC(=O)c1cn(-c2ccccc2)nc1-c1cccnc1)NC1CC1
- HOMO energy (eV) = -8.70
- total charge = 0
- energy relative to the best compared isomer or geometry (same formula, charge and spin) (kJ/mol) = 204.5

XYZ file:
```
45
C20H18N4O3 | the OMol25 dataset | wB97M-V/def2-TZVPD
O 0.36 -4.67 2.90
C 0.67 -3.52 2.67
N 1.79 -3.22 1.98
C 2.32 -1.95 1.62
C 3.60 -1.91 0.84
C 2.32 -1.51 0.18
H 2.15 -0.47 -0.05
H 1.89 -2.19 -0.55
H 4.32 -1.14 1.08
H 4.05 -2.85 0.56
H 2.17 -1.19 2.38
H 2.25 -4.03 1.57
C -0.15 -2.36 3.24
H 0.34 -1.98 4.15
O -0.30 -1.23 2.39
C -0.69 -1.50 1.13
O -0.88 -2.62 0.72
C -0.84 -0.25 0.38
C -1.08 0.98 0.97
N -1.13 1.90 -0.01
N -0.90 1.34 -1.20
C -0.73 0.05 -1.01
C -0.39 -0.80 -2.15
C -0.68 -2.16 -2.21
C -0.32 -2.86 -3.35
C 0.31 -2.19 -4.38
N 0.58 -0.89 -4.34
C 0.24 -0.22 -3.26
H 0.49 0.83 -3.25
H 0.61 -2.69 -5.29
H -0.52 -3.92 -3.43
H -1.18 -2.66 -1.39
C -1.38 3.28 0.08
C -1.43 3.92 1.31
C -1.68 5.28 1.36
C -1.88 6.00 0.19
C -1.82 5.36 -1.03
C -1.57 4.00 -1.09
H -1.52 3.47 -2.03
H -1.96 5.91 -1.95
H -2.08 7.06 0.24
H -1.73 5.78 2.31
H -1.27 3.38 2.23
H -1.25 1.21 2.00
H -1.13 -2.77 3.50
```